No. 1
Molecular formula: C24H20O4Si
Method: DFT, ωB97M-V/def2-TZVPD

Computed properties:
SMILES string: c1ccc(O[Si](Oc2ccccc2)(Oc2ccccc2)Oc2ccccc2)cc1
Molar mass (g/mol): 400.5
Gap between HOMO and LUMO (eV): 9.610

Structure (XYZ):
```
49
Properties=species:S:1:pos:R:3:mulliken_charge:R:1
C 1.8107 -1.1770 -4.7049 -0.4044
C 2.0881 -1.6164 -3.4263 -1.0255
C 1.5847 -0.9222 -2.3376 -0.1689
C 0.7785 0.2213 -2.5029 0.3403
O 0.2652 1.0324 -1.5005 -0.4426
Si -0.0650 0.1444 -0.1105 0.0042
O -0.6713 1.1523 1.0649 -0.4250
C -0.9505 0.5493 2.2788 0.4326
C -1.0620 1.3976 3.4022 -0.4371
C -1.1956 0.8294 4.6546 -0.5140
C -1.2667 -0.5526 4.8020 -0.4488
C -1.1660 -1.3767 3.6945 -1.0624
C -1.0685 -0.8153 2.4488 0.1442
O 1.3398 -0.6339 0.4617 -0.2214
C 2.3842 0.0387 1.0424 0.3576
C 3.1964 -0.7171 1.9022 -0.4333
C 4.1888 -0.0979 2.6254 -0.4708
C 4.3969 1.2658 2.5351 -0.3776
C 3.6361 2.0171 1.6432 -0.9023
C 2.5974 1.4226 0.9422 -0.0524
O -1.1690 -1.0077 -0.5510 -0.1621
C -2.3405 -0.6249 -1.1866 0.2579
C -2.9252 0.5986 -0.8339 0.3565
C -4.1380 0.9952 -1.3350 -0.9801
C -4.7691 0.2055 -2.2728 -0.2969
C -4.2093 -0.9904 -2.6752 -0.5984
C -3.0652 -1.4614 -2.0613 -0.5241
C 0.5524 0.6723 -3.8144 -0.3518
C 1.0534 -0.0219 -4.8876 -0.5404
H 2.1554 -1.7561 -5.5303 0.4141
H 2.7114 -2.4717 -3.3025 0.4347
H 1.7966 -1.2505 -1.3351 0.7021
H -1.0499 2.4675 3.2441 0.4240
H -1.2253 1.4633 5.5107 0.4179
H -1.4141 -1.0144 5.7565 0.4043
H -1.2183 -2.4320 3.8201 0.4480
H -0.9087 -1.4232 1.5869 0.6624
H 2.9551 -1.7457 2.0867 0.4225
H 4.7990 -0.6817 3.2927 0.3870
H 5.1692 1.7149 3.1637 0.3660
H 3.7882 3.0877 1.5406 0.3745
H 1.9715 1.9599 0.2694 0.5840
H -2.4476 1.2582 -0.1172 0.5546
H -4.6024 1.9343 -1.0534 0.3786
H -5.6734 0.5555 -2.7859 0.3371
H -4.7232 -1.6046 -3.3985 0.3813
H -2.7118 -2.4691 -2.2303 0.4058
H -0.0444 1.5548 -3.9404 0.4448
H 0.8621 0.3257 -5.8753 0.4034
```


No. 2
Molecular formula: C24H21BrCl5IrN7OS
Method: DFT, ωB97M-V/def2-TZVPD

Computed properties:
Relative energy (zero: lowest compared OMol25 entry of this formula, charge and spin) (eV): 0.476
Net charge: +1
Molar mass (g/mol): 904.9
Gap between HOMO and LUMO (eV): 7.675

Structure (XYZ):
```
61
Properties=species:S:1:pos:R:3:mulliken_charge:R:1
Ir 0.1718 0.1764 -0.0356 3.0571
N 0.3100 -0.0382 2.1580 -0.6424
N 1.5444 0.2698 2.7292 -0.5735
C 2.6642 0.1322 2.0056 0.9028
N 3.8303 0.3032 2.6343 -0.4577
S 2.6145 -0.2954 0.3856 -0.4846
H -0.4089 0.5854 2.5165 0.3192
H 0.0291 -1.0097 2.3004 0.4297
H 1.5757 0.4720 3.7167 0.2543
H 3.8932 0.5482 3.6077 0.1925
H 4.6786 0.2660 2.0960 0.2165
Br 0.3986 -0.2413 -6.7555 -0.1072
C 0.3351 -0.1015 -4.8879 0.0782
C 0.1348 1.1297 -4.2860 -1.2224
C 0.0911 1.1835 -2.9105 0.2443
N 0.2158 0.1046 -2.1262 0.0572
C 0.4447 -1.0778 -2.7213 -0.1233
C 0.5073 -1.2206 -4.0937 -0.7011
H 0.0411 2.0326 -4.8712 0.4928
H 0.0176 2.1374 -2.4163 0.4475
H 0.5679 -1.9217 -2.0598 0.1542
H 0.6912 -2.1911 -4.5303 0.5070
C -5.3208 1.3457 -0.7456 -1.1332
N -4.1284 0.7481 -0.1773 0.0388
C -4.1022 -0.3082 0.8097 -0.4025
C -2.6095 -0.5071 1.0102 0.0814
O -2.1098 -1.2062 1.8504 -0.5290
N -1.9412 0.3227 0.1086 -0.4444
C -2.8763 1.0676 -0.4979 0.1821
N -2.5932 2.0578 -1.3424 -0.1146
H -6.1899 0.8535 -0.3191 0.3987
H -5.3472 1.2133 -1.8285 0.3635
H -5.3848 2.4092 -0.5057 0.3610
H -4.5744 -1.2288 0.4622 0.3822
H -4.5673 0.0027 1.7463 0.3656
H -1.6409 2.3786 -1.3265 -0.0661
H -3.3059 2.7200 -1.5970 0.2949
Cl -1.5837 2.5050 2.2190 -0.2364
C -0.4816 3.1947 1.0287 1.5894
C 0.3469 2.3781 0.2474 -1.6143
C 1.2556 3.1188 -0.5416 0.5381
Cl 2.4487 2.3046 -1.5148 -0.0691
C 1.2998 4.5145 -0.5958 -0.2354
Cl 2.4444 5.3360 -1.5794 -0.1679
C 0.3991 5.2587 0.1583 0.4348
Cl 0.4100 6.9727 0.0906 -0.1671
C -0.4914 4.5917 0.9871 -0.2830
Cl -1.5902 5.5047 1.9470 -0.1767
C 0.0465 -1.8510 -0.0056 -2.3779
C 0.0333 -3.0640 -0.0222 0.9101
C -0.0217 -4.5009 -0.0142 0.4959
C 0.5463 -5.2321 -1.0597 -0.4540
C 0.5126 -6.6168 -1.0476 -0.5370
C -0.0866 -7.2897 0.0083 -0.4579
C -0.6564 -6.5713 1.0500 -0.5201
C -0.6265 -5.1863 1.0412 -0.4986
H 1.0229 -4.7051 -1.8768 0.3990
H 0.9558 -7.1753 -1.8617 0.3905
H -0.1097 -8.3713 0.0166 0.3875
H -1.1284 -7.0950 1.8710 0.3843
H -1.0755 -4.6201 1.8468 0.4459
```